Record 1
ORCA calculation (the ωB97M-V functional and the def2-TZVPD basis) on a 10-piece molecular cluster, C34H95N7O13 overall.

Summary:
LUMO level ... 0.22 eV
Highest occupied orbital energy ... -8.7 eV
Energy above the lowest of the compared OMol25 structures with the same formula, charge and spin ... 2.618 eV
Gap between HOMO and LUMO ... 0.3280 Eh
DFT total energy ... -2713.57053 hartree
Structure (SMILES) ... COC[C@H](C)N.COC[C@H](C)N.COC[C@H](C)N.COC[C@H](C)N.COC[C@H](C)N.COC[C@H](C)N.COC[C@H](C)N.OCCO.OCCO.OCCO

Positions of all 149 atoms, in Å:
C1 5.89069 -1.15364 6.52093
O1 5.08428 -0.01383 6.70821
C2 5.83849 1.03047 7.39411
C3 6.73247 1.87988 6.38349
C4 7.18947 3.21138 6.88188
N1 5.88050 2.13114 5.17179
H1 6.31540 -1.48691 7.46852
H2 6.64358 -0.90310 5.77252
H3 5.28506 -1.97227 6.13251
H4 5.15423 1.71935 7.88988
H5 6.44188 0.54294 8.16063
H6 7.64762 1.32606 6.17045
H7 6.35668 3.88817 7.07439
H8 7.83345 3.62497 6.10523
H9 7.82777 3.12401 7.76186
H10 5.30318 1.30067 5.12126
H11 5.14992 2.77305 5.45167
C5 10.92861 3.18302 3.41422
O2 10.33970 1.88613 3.28064
C6 8.92947 1.85753 3.10292
C7 8.39366 0.45241 2.85865
C8 8.85141 -0.12059 1.51785
N2 6.94270 0.43905 2.93483
H12 11.02921 3.63035 2.42410
H13 11.96914 3.09032 3.72485
H14 10.30233 3.76182 4.09367
H15 8.45762 2.25542 4.00329
H16 8.67886 2.54447 2.29230
H17 8.84387 -0.20969 3.59978
H18 8.26431 0.31662 0.70882
H19 8.69929 -1.19654 1.43240
H20 9.89775 0.09201 1.29867
H21 6.62835 0.85315 2.06773
H22 6.63577 1.04181 3.68743
C9 8.53160 7.26101 6.99333
O3 7.98828 8.12897 8.00358
C10 6.62783 7.87886 8.24684
C11 6.14485 8.75578 9.40199
C12 5.88420 7.88314 10.67757
N3 4.95002 9.46444 9.07378
H23 9.55430 7.57147 6.78076
H24 7.89660 7.08794 6.12415
H25 8.66433 6.27063 7.43376
H26 6.05291 7.98379 7.32595
H27 6.54169 6.87889 8.67550
H28 6.87034 9.53949 9.62645
H29 5.41422 8.50801 11.43664
H30 6.81412 7.52152 11.11779
H31 5.31845 7.00685 10.36145
H32 5.22576 10.00081 8.25974
H33 4.99502 10.27699 9.67617
C13 10.68352 3.62000 6.95499
O4 10.51017 3.59738 8.36843
C14 11.03311 4.74463 9.06314
C15 10.56895 4.90510 10.51591
C16 9.03586 4.98887 10.69753
N4 11.08241 6.12387 11.05600
H34 10.03422 4.37846 6.51533
H35 10.30624 2.66488 6.58904
H36 11.70456 3.75170 6.59524
H37 12.12204 4.66092 9.04942
H38 10.93243 5.68121 8.51080
H39 10.99441 4.06451 11.06654
H40 8.65354 5.78670 10.05880
H41 8.67044 5.25121 11.68978
H42 8.57964 4.08133 10.30120
H43 10.99114 6.01943 12.05760
H44 12.08884 6.05996 10.96905
C17 7.41528 1.43401 12.25092
O5 6.78023 2.09981 13.31927
C18 7.65085 2.59043 14.34094
C19 6.94202 3.34562 15.44549
C20 6.14969 4.59416 14.95084
N5 7.93449 3.77979 16.40507
H45 6.63194 0.97462 11.64868
H46 7.99154 0.56507 12.57537
H47 8.13332 2.04623 11.70433
H48 8.27053 1.75957 14.68421
H49 8.40991 3.25878 13.92947
H50 6.30632 2.65793 16.00541
H51 5.38192 4.85186 15.68050
H52 5.64847 4.29885 14.02888
H53 6.77183 5.46498 14.74465
H54 8.11936 2.96516 16.97673
H55 7.26006 4.22424 17.01581
C21 14.00865 7.96969 7.43164
O6 14.09198 8.95334 8.47589
C22 13.03669 8.77480 9.45138
C23 11.60350 8.93046 8.83403
C24 11.41488 10.27774 8.16308
N6 10.54541 8.76952 9.74200
H56 14.90833 8.01617 6.81714
H57 13.14296 8.14379 6.79286
H58 14.08075 6.92077 7.72451
H59 13.04157 7.76373 9.86241
H60 13.23874 9.44111 10.28969
H61 11.44420 8.16954 8.06704
H62 12.15195 10.32892 7.36153
H63 11.53010 11.13221 8.82982
H64 10.38334 10.25839 7.81018
H65 9.65792 8.83832 9.26315
H66 10.62786 7.84298 10.14038
C25 11.94861 1.90194 13.80628
O7 11.55821 3.26762 13.75670
C26 11.71097 3.94867 14.99715
C27 11.28425 5.42029 14.85439
C28 11.61751 6.33143 16.05707
N7 9.82523 5.47372 14.56042
H67 12.09062 1.52104 12.79645
H68 11.18547 1.38303 14.38868
H69 12.81614 1.79151 14.45894
H70 11.17517 3.55751 15.86496
H71 12.72544 3.84361 15.38729
H72 11.83555 5.86142 14.02335
H73 11.34056 7.37147 15.88709
H74 12.69775 6.32556 16.20920
H75 11.22170 6.01252 17.02176
H76 9.65119 5.11974 13.63016
H77 9.44951 4.79912 15.21500
O8 16.90045 4.17729 10.31213
C29 16.01616 4.41079 11.43397
C30 14.99659 5.44738 10.92028
O9 14.20712 5.93794 11.98775
H78 17.67978 3.80761 10.73438
H79 15.48059 3.52466 11.77593
H80 16.66027 4.79562 12.22541
H81 14.35429 4.94755 10.19493
H82 15.53141 6.22958 10.38049
H83 14.76921 6.48371 12.54328
O10 8.69437 -0.12691 9.42040
C31 9.86598 0.68937 9.42951
C32 11.11489 -0.15109 9.75059
O11 10.96255 -0.75442 11.05598
H84 8.83310 -0.93312 9.92256
H85 9.92969 1.14612 8.44101
H86 9.76697 1.60435 10.01512
H87 11.99818 0.47694 9.86293
H88 11.23308 -0.95234 9.02097
H89 10.48066 -1.58433 11.03490
O12 8.23522 7.94091 13.86213
C33 9.29713 8.60814 13.24889
C34 8.77163 9.82222 12.48915
O13 9.86958 10.42202 11.86633
H90 8.59381 7.15300 14.28394
H91 10.00616 8.83542 14.04623
H92 9.80201 7.98800 12.50632
H93 8.30808 10.51095 13.19643
H94 8.01838 9.62134 11.72597
H95 10.06041 9.97413 11.03216

Record 2
ORCA calculation (the ωB97M-V functional and the def2-TZVPD basis) on C3H20B2ClN6O3V as an isolated structure.

Summary:
LUMO level (alpha / beta) ... 2.37 / 2.36 eV
Highest occupied orbital energy (alpha / beta) ... -3.2 / -4.5 eV
Energy above the lowest of the compared OMol25 structures with the same formula, charge and spin ... 0.587 eV
Charge ... -1
Gap between HOMO and LUMO (alpha / beta) ... 0.2058 / 0.2517 Eh
DFT total energy ... -2134.56951 hartree
Spin multiplicity ... 4

Positions of all 36 atoms, in Å:
V1 0.15297 0.64323 1.12907
B1 -1.58638 0.87914 2.90432
H1 -1.86998 -0.09924 2.25456
H2 -1.13285 1.73671 2.20029
H3 -2.53154 1.29686 3.51541
H4 -0.66141 0.65389 3.64474
B2 2.13158 -0.01896 2.24164
H5 1.17572 0.24969 2.88686
H6 3.12740 -0.02783 2.90858
H7 1.92801 -1.15166 1.84410
H8 2.27528 0.67092 1.29096
Cl1 0.40239 3.36366 0.51155
C1 -2.39456 1.35113 -1.17307
O1 -1.80784 0.84020 -0.24562
N1 -3.75768 1.48353 -1.14229
N2 -1.75251 1.79504 -2.29540
H9 -4.13837 1.16671 -0.26729
H10 -4.31081 1.85492 -1.88814
H11 -0.75308 1.85884 -2.24572
H12 -2.25014 2.31790 -2.99023
C2 1.53279 0.55816 -2.03683
O2 1.04270 0.56396 -0.93562
N3 2.03529 -0.59929 -2.60090
N4 1.70862 1.70031 -2.75801
H13 1.72951 -1.42963 -2.12977
H14 2.72813 -0.60157 -3.32408
H15 2.12868 1.68532 -3.67073
H16 1.38205 2.59959 -2.44559
C3 0.15731 -2.68641 0.66581
O3 -0.28419 -1.56706 0.70820
N5 0.13010 -3.44925 -0.48814
N6 0.68952 -3.31459 1.76575
H17 0.79015 -4.20410 -0.57545
H18 -0.18536 -3.08291 -1.36757
H19 0.83530 -4.30715 1.82100
H20 1.33320 -2.73007 2.28760

Record 3
ORCA calculation (the ωB97M-V functional and the def2-TZVPD basis) on one molecule with the formula C3H3NO2S.

Summary:
LUMO level (alpha / beta) ... -0.12 / -0.45 eV
Highest occupied orbital energy (alpha / beta) ... -8.5 / -8.1 eV
Energy above the lowest of the compared OMol25 structures with the same formula, charge and spin ... 4.892 eV
Gap between HOMO and LUMO (alpha / beta) ... 0.3076 / 0.2802 Eh
DFT total energy ... -719.40048 hartree
Structure (SMILES) ... Cc1nsc(=O)o1

Positions of all 10 atoms, in Å:
C1 1.63991 0.17188 -0.05811
C2 0.21058 0.09228 0.16217
N1 -0.77979 1.58620 -0.04283
S1 -2.26131 1.00492 -0.18363
C3 -1.90818 -0.76666 0.02611
O1 -2.75837 -1.55777 0.28359
O2 -0.54245 -0.96530 0.03746
H1 1.93031 1.19588 -0.40950
H2 2.12523 -0.61333 -0.60399
H3 2.34408 -0.14808 0.78873

Record 4
ORCA calculation (the ωB97M-V functional and the def2-TZVPD basis) on one molecule with the formula C20H20ClFN2OS.

Summary:
LUMO level ... -0.12 eV
Highest occupied orbital energy ... -8.2 eV
Gap between HOMO and LUMO ... 0.2985 Eh
DFT total energy ... -1916.59885 hartree
Structure (SMILES) ... CN(C(=S)Nc1ccccc1F)[C@@]1(c2ccccc2Cl)CCCCC1=O

Positions of all 46 atoms, in Å:
C1 -0.31799 -1.92995 -1.09138
N1 0.09308 -0.81661 -0.31795
C2 1.37183 -0.27525 -0.28205
S1 1.61676 1.18944 0.08203
N2 2.23271 -1.42405 -0.69492
C3 3.51749 -1.05268 -0.32458
C4 4.37419 -1.25079 -1.26482
C5 5.78890 -0.83668 -1.38631
C6 6.23551 -0.39948 -0.13392
C7 5.46117 -0.33019 1.02210
C8 4.02248 -0.36728 0.87819
F1 3.15808 -0.40234 1.82325
C9 -1.11995 0.11746 0.18428
C10 -2.39135 -0.20200 -0.26683
C11 -3.36475 0.47314 -0.91860
C12 -4.70257 0.06958 -1.34123
C13 -5.30337 -0.94727 -0.47627
C14 -4.37537 -1.70091 0.22899
C15 -3.10958 -1.40764 0.55242
Cl1 -2.11488 -2.38998 1.10511
C16 -0.96774 0.38706 1.69625
C17 -1.69024 1.75290 2.03048
C18 -0.97295 3.10345 1.41189
C19 -1.06248 2.81032 -0.31314
C20 -0.75954 1.46931 -0.46450
O1 -0.57915 1.35933 -1.91093
H1 0.11223 -1.97755 -2.10209
H2 -1.53542 -1.87490 -1.47589
H3 0.04649 -2.94181 -0.70795
H4 2.02264 -2.21781 -1.05228
H5 4.01573 -1.47980 -2.26443
H6 6.47510 -0.99663 -2.22429
H7 7.35804 -0.11740 0.12586
H8 5.79234 -0.15224 1.88968
H9 -3.02325 1.24912 -1.44175
H10 -5.23022 0.83939 -1.93554
H11 -6.20564 -1.50724 -0.78398
H12 -4.66767 -2.68398 0.63610
H13 -1.42471 -0.29980 2.11678
H14 0.01024 0.47798 1.80096
H15 -2.78578 1.54658 1.65921
H16 -1.74629 1.74413 3.10085
H17 -1.61078 3.91064 1.93744
H18 -0.06803 2.86478 1.71902
H19 -2.22604 3.16177 -0.37061
H20 -0.34929 3.45591 -0.45467

Record 5
ORCA calculation (the ωB97M-V functional and the def2-TZVPD basis) on C28H25IN3O2Pd as an isolated structure.

Summary:
LUMO level (alpha / beta) ... 2.09 / 2.13 eV
Highest occupied orbital energy (alpha / beta) ... -3.4 / -3.4 eV
Charge ... -1
Gap between HOMO and LUMO (alpha / beta) ... 0.2019 / 0.2021 Eh
DFT total energy ... -1822.29144 hartree

Positions of all 60 atoms, in Å:
Pd1 -1.29936 0.31305 0.25420
O1 -3.48561 -0.15196 0.83191
C1 -3.83082 -0.60030 1.97498
C2 -4.96325 -0.06887 2.64110
C3 -5.43183 -0.59577 3.82350
C4 -4.79120 -1.69134 4.41248
C5 -3.66989 -2.22038 3.82703
C6 -3.12568 -1.69340 2.63439
C7 -1.96888 -2.25436 2.08534
N1 -1.34448 -1.78237 1.00104
N2 -0.51868 -2.54918 0.34769
C8 -0.11582 -2.12529 -0.86502
O2 -0.53837 -1.05325 -1.41010
C9 0.87026 -2.96993 -1.50931
C10 1.32759 -4.14967 -0.89906
C11 2.31412 -4.90305 -1.49092
C12 2.86530 -4.50780 -2.70650
C13 2.41147 -3.34720 -3.32596
C14 1.42752 -2.58553 -2.73844
H1 -5.46494 0.76730 2.17123
H2 -6.30966 -0.17096 4.29270
H3 -5.17773 -2.11590 5.33185
H4 -3.17654 -3.06831 4.28143
H5 -1.58613 -3.18974 2.49760
H6 0.87710 -4.43828 0.03776
H7 2.66591 -5.80783 -1.01018
H8 3.63463 -5.10863 -3.17148
H9 2.84272 -3.04928 -4.27525
H10 1.05871 -1.68117 -3.19956
I1 -1.79607 2.31544 2.08629
C15 -1.57678 3.51576 0.27378
C16 -2.17810 4.74171 0.21903
C17 -1.91516 5.58569 -0.86650
C18 -1.04001 5.19530 -1.84575
C19 -0.39856 3.94335 -1.78755
C20 0.55479 3.53694 -2.73980
C21 1.29433 2.40098 -2.54435
C22 1.07906 1.56462 -1.42542
C23 -0.00769 1.81283 -0.58940
C24 -0.67699 3.04841 -0.70660
H11 -2.83441 5.06415 1.01281
H12 -2.39137 6.55511 -0.90895
H13 -0.80336 5.86247 -2.66321
H14 0.73173 4.16129 -3.60646
H15 2.08160 2.13785 -3.24180
H16 2.52418 0.28774 -1.98694
C25 2.38683 1.48989 1.07331
C26 2.75270 0.41254 0.04895
C27 4.23641 0.54402 -0.33314
C28 2.50959 -0.96499 0.67543
N3 1.96604 0.52550 -1.17894
H17 3.01454 1.38439 1.95722
H18 1.34122 1.37280 1.37424
H19 2.52372 2.49030 0.66270
H20 4.86252 0.53073 0.55454
H21 4.41387 1.47628 -0.86546
H22 4.53055 -0.28444 -0.97427
H23 3.09577 -1.09008 1.58597
H24 2.77160 -1.75370 -0.02688
H25 1.45095 -1.06348 0.92269

Strongest force on any atom readings, ordered: 2.06; 1.97; 6.49; 13.04; 3.95 eV/Å